# 1
The following is a DFT calculation (ωB97M-V with the def2-TZVPD basis set) of C32H58N3O2P2Pd as an isolated structure.

Positions of all 98 atoms, in Å:
C -0.802421 3.016441 -0.286611
C -2.451889 1.321157 -0.362173
C -1.743386 4.022417 -0.525907
C -3.418917 2.273179 -0.782829
C -3.056723 3.623480 -0.836702
H -1.388242 5.037085 -0.674800
H -4.445855 1.886134 -0.852967
H -3.811609 4.352759 -1.071856
N -1.150316 1.750536 -0.139748
P 1.741998 1.837970 -0.529644
P -1.775324 -0.948776 1.088621
C 0.686828 3.324006 -0.147832
H 1.030717 4.110086 -0.819126
H 0.876456 3.655189 0.878502
C -2.743129 -0.055410 -0.062516
H -3.644658 -0.575221 -0.457951
C -1.739872 -2.843185 0.771694
C -2.841383 -0.520564 2.615398
C 1.894404 1.908489 -2.452322
C 3.378115 2.248406 0.297010
C -0.380070 -3.224511 0.171917
H 0.454923 -2.793929 0.731189
H -0.286537 -4.314352 0.210934
H -0.302552 -2.902374 -0.862466
C -1.894780 -3.627471 2.080197
H -1.125072 -3.361973 2.814060
H -2.892542 -3.546176 2.519375
H -1.750153 -4.687556 1.845667
C -2.855907 -3.186123 -0.213962
H -2.845869 -4.271880 -0.366143
H -3.851716 -2.928356 0.165847
H -2.694556 -2.735070 -1.201298
C -2.230792 -1.085594 3.898879
H -1.170401 -0.862208 4.002858
H -2.766666 -0.623527 4.723992
H -2.393844 -2.151358 3.985840
C -2.884766 1.001310 2.748889
H -1.889737 1.448247 2.815962
H -3.449925 1.495825 1.953759
H -3.388471 1.200347 3.698583
C -4.257499 -1.078731 2.404582
H -4.718746 -0.787759 1.454018
H -4.290413 -2.162167 2.514130
H -4.838413 -0.648148 3.226774
C 4.449511 1.269263 -0.207162
H 5.376266 1.463853 0.354309
H 4.145640 0.230169 -0.011116
H 4.678263 1.386264 -1.275934
C 3.208928 2.040411 1.811385
H 2.333581 2.558671 2.216494
H 3.152707 0.972515 2.045969
H 4.090557 2.464531 2.310579
C 3.800750 3.705351 0.058014
H 3.037067 4.419358 0.390102
H 4.705967 3.882714 0.656878
H 4.065091 3.914319 -0.981509
C 0.526106 2.205945 -3.065548
H 0.184514 3.224937 -2.854976
H 0.596949 2.115056 -4.159693
H -0.219289 1.480571 -2.721774
C 2.328504 0.509032 -2.925026
H 1.603250 -0.251965 -2.605758
H 2.378577 0.531575 -4.019875
H 3.323045 0.245952 -2.555939
C 2.879916 2.972269 -2.938359
H 2.621038 3.977393 -2.586046
H 3.922065 2.749202 -2.687680
H 2.821602 3.008954 -4.035061
Pd 0.307044 0.068273 0.181816
C 0.535049 0.204667 2.060780
O 0.827833 0.336537 3.167229
N -0.338224 -0.765088 -1.750267
C -1.425912 -0.858552 -2.201422
C -2.377101 -1.023695 -3.343291
C -3.882879 -1.025897 -3.070788
C -2.061104 0.145008 -4.252120
C -1.934898 -2.351628 -3.941405
H -4.154403 -1.830071 -2.384636
H -4.199092 -0.077188 -2.629712
H -4.469994 -1.179386 -4.001819
H -0.993149 0.150131 -4.479098
H -2.630413 0.028178 -5.175254
H -2.290398 1.121095 -3.807620
H -2.804173 -2.941235 -4.234715
H -1.333404 -2.172723 -4.835544
H -1.303627 -2.941600 -3.262161
C 3.713273 -1.554873 4.054559
N 4.005480 -2.430829 2.928484
C 4.898974 -3.576230 3.110983
C 3.407556 -2.205088 1.737809
O 2.591088 -1.277836 1.529348
H 4.167891 -2.004995 4.941044
H 2.628637 -1.444378 4.193586
H 4.136566 -0.546811 3.891263
H 4.337516 -4.511988 3.085033
H 5.621225 -3.595340 2.292423
H 5.400337 -3.469937 4.063939
H 3.719408 -2.935500 0.947457

Atoms 1-6, force components in eV/Å:
0.2303 -0.0061 0.2753
0.6979 1.0462 0.1532
-0.5123 -0.5257 -1.0886
0.2283 -0.6885 0.7087
0.3835 -0.4269 0.4626
-0.2958 -0.0100 0.2308

## Properties
strongest force on any atom	3.8	eV/Å
multiplicity	3
HOMO level (spin up / spin down)	-8.13 / -9.60	eV
total charge	+1
Kohn-Sham gap (spin up / spin down)	6.448 / 5.552	eV
LUMO energy (spin up / spin down)	-1.68 / -4.05	eV

***

# 2
The following is a DFT calculation (ωB97M-V with the def2-TZVPD basis set) of a 15-piece molecular cluster, C32H59BrCl28N3O overall.

Positions of all 124 atoms, in Å:
N 7.099927 -0.929863 2.498134
C 6.267049 -0.149448 2.374939
O 5.241923 0.692792 2.295705
N 4.162238 0.123745 2.965803
C 3.178276 -0.541663 2.372984
N 2.398038 -0.917232 3.382195
C 2.883683 -0.485869 4.586282
C 4.053725 0.184904 4.340466
Br 5.255247 1.004925 5.523003
H 3.061375 -0.711109 1.294397
H 1.548949 -1.450865 3.248686
H 2.431090 -0.641616 5.551103
Cl 2.240532 2.506334 -1.045141
C 2.541497 1.331680 -2.347020
C 1.854063 0.027306 -2.061824
Cl 2.577634 -0.815300 -0.660618
H 3.617026 1.213832 -2.456903
H 2.142393 1.747594 -3.270827
H 1.949508 -0.642904 -2.910659
H 0.797291 0.168301 -1.847820
Cl 3.166334 -3.995937 4.157167
C 2.847452 -5.251705 2.925655
C 3.596226 -4.996252 1.645541
Cl 2.968005 -3.570614 0.768177
H 1.776112 -5.292626 2.758831
H 3.166443 -6.199573 3.355536
H 3.479085 -5.846096 0.975457
H 4.657399 -4.842262 1.825463
Cl 0.725505 4.729724 1.101623
C -0.257883 5.794942 0.055533
C -1.310037 5.030410 -0.701432
Cl -0.620036 3.954146 -1.941371
H 0.414686 6.321751 -0.616362
H -0.736209 6.523088 0.708666
H -1.967776 5.726060 -1.218433
H -1.915712 4.417636 -0.036613
Cl -3.973498 6.100189 -4.177895
C -4.749025 7.666664 -3.813663
C -3.741001 8.752014 -3.526505
Cl -2.867552 8.505289 -1.990141
H -5.433659 7.514041 -2.984528
H -5.328625 7.942037 -4.693080
H -4.253517 9.708798 -3.445034
H -2.999122 8.822924 -4.317701
Cl -4.754566 5.777837 -1.013492
C -5.379426 4.171234 -0.558043
C -6.301206 3.596968 -1.601472
Cl -7.840868 4.490051 -1.700907
H -5.874020 4.260512 0.406371
H -4.498574 3.532563 -0.452874
H -6.543857 2.566234 -1.347616
H -5.841826 3.612971 -2.587142
Cl -3.350676 1.371344 0.359380
C -2.707605 1.425162 2.022946
C -1.264243 1.869348 2.059488
Cl -0.165565 0.655233 1.343332
H -2.832136 0.437816 2.460355
H -3.322165 2.130479 2.580177
H -0.952548 2.010166 3.092939
H -1.115909 2.804469 1.524282
Cl -2.757207 1.540683 -5.666025
C -2.689924 3.248856 -6.185361
C -3.361799 3.473800 -7.514778
Cl -2.480333 2.709744 -8.861185
H -1.645025 3.547288 -6.213727
H -3.203279 3.834899 -5.425634
H -3.399855 4.542590 -7.719133
H -4.376873 3.083824 -7.523543
Cl 0.047706 -3.079918 -7.341680
C -0.630921 -1.473625 -6.972628
C 0.448802 -0.479799 -6.644516
Cl 1.246806 -0.869266 -5.090930
H -1.335472 -1.585057 -6.152033
H -1.179519 -1.146587 -7.855200
H 0.021164 0.516663 -6.546667
H 1.214793 -0.454010 -7.415330
Cl 2.905299 -0.733839 8.207652
C 4.611249 -0.900786 8.716005
C 4.883704 -2.238297 9.352827
Cl 4.072483 -2.402404 10.929262
H 4.835135 -0.084915 9.391376
H 5.222235 -0.786983 7.822715
H 5.952996 -2.343075 9.529586
H 4.555202 -3.058381 8.718609
Cl -3.750552 -0.451278 -8.983905
C -4.239342 -1.635252 -10.227419
C -3.916117 -3.050359 -9.823277
Cl -2.161327 -3.350876 -9.780349
H -3.747697 -1.363126 -11.157856
H -5.314818 -1.529617 -10.360556
H -4.343380 -3.746180 -10.543639
H -4.317821 -3.281882 -8.839844
Cl -1.435750 -3.962453 3.200295
C -2.064033 -5.100331 1.975868
C -1.887180 -6.536433 2.395503
Cl -0.164965 -7.002061 2.422040
H -1.555257 -4.893431 1.037504
H -3.122891 -4.883280 1.853152
H -2.388788 -7.192641 1.686618
H -2.297353 -6.718170 3.384547
Cl 2.686323 -5.364836 -4.555687
C 3.714132 -4.143553 -5.346699
C 4.634873 -3.461628 -4.365796
Cl 3.733337 -2.428478 -3.225074
H 3.061692 -3.429133 -5.844636
H 4.303545 -4.661790 -6.101359
H 5.331320 -2.816654 -4.899040
H 5.206088 -4.181176 -3.784940
Cl -3.156580 -5.270512 5.781500
C -4.789000 -5.940626 6.043071
C -5.149909 -6.978632 5.011681
Cl -5.367011 -6.269731 3.387872
H -5.493910 -5.113274 6.039425
H -4.793528 -6.394618 7.032608
H -6.093761 -7.449723 5.279680
H -4.387022 -7.750227 4.940250
Cl 6.503528 1.916741 10.912671
C 6.691896 3.513038 10.147655
C 6.023606 3.607581 8.796676
Cl 6.843828 2.612911 7.553514
H 7.756379 3.721807 10.078078
H 6.240942 4.238125 10.822616
H 6.068297 4.637211 8.447123
H 4.980911 3.300518 8.834976

Atoms 1-6, force components in eV/Å:
0.1270 0.0986 -0.1038
-0.3647 0.1076 0.0505
0.0341 -0.4835 -0.1305
1.1984 0.6814 -0.0231
-0.0499 -0.1098 0.4252
-0.3607 0.0405 -0.4872

## Properties
strongest force on any atom	1.4	eV/Å
HOMO level	-11.51	eV
total charge	+1
Kohn-Sham gap	9.315	eV
LUMO energy	-2.20	eV